Density functional theory data (ωB97M-V/def2-TZVPD) for a molecular structure, C45H72AlBr3ClF7KN2O16PS in a non-equilibrium geometry.

Calculated values
* gap between HOMO and LUMO: 2.646 eV
* lowest unoccupied orbital energy: -2.20 eV
* energy: -13534.004337 hartree
* HOMO level: -4.84 eV
* largest force on an atom: 5.49 eV Å⁻¹

Last column: Löwdin charge in e.
CARTESIAN COORDINATES (ANGSTROEM)
H -0.171082 4.211978 1.926275  0.1126
H -3.302868 4.316204 2.225212  0.0737
C -0.509509 0.553190 3.810850  -0.2082
F 5.085361 2.585922 -3.537428  -0.2438
C 2.534073 5.127863 2.213285  -0.1457
H -3.806448 -6.203394 3.107387  0.0658
C 9.184328 -3.859729 0.318289  -0.1770
H -4.665337 -3.556869 -0.183096  0.1075
H -5.111416 2.756409 1.484779  0.1327
O -0.424389 1.961827 4.135573  -0.0711
H 1.152916 -1.890544 -4.202215  0.0866
H 1.267627 7.050864 2.233052  0.0805
C 3.427273 0.085628 -2.053692  -0.1099
H 1.854230 -1.998800 0.121344  0.1230
H -1.792050 5.674208 -3.067655  0.0307
C -0.175336 5.302388 2.271287  -0.1721
H 0.924272 -7.017662 -6.887928  0.0854
O -0.032827 -3.245503 -5.256729  0.0019
H 2.604168 4.149107 1.597624  0.1648
H -5.712505 -6.113113 -1.517488  0.1074
C 1.056366 -1.327739 -0.337189  0.0988
H -1.725286 6.768676 -0.617282  0.1153
H 0.592643 -1.335062 -5.816886  0.1118
H 2.279820 -6.211985 -6.080695  0.0948
F -1.194725 0.595085 6.229871  0.0481
H 1.719085 -5.655898 -7.695462  0.0963
H -8.950538 -8.714457 -2.601870  0.0925
C -2.263215 2.510367 1.217615  -0.0757
H -8.273275 -7.096981 -2.400729  0.1081
C -4.366137 -5.010564 1.391025  -0.2815
C -3.632941 -5.197344 2.715099  -0.0993
H -7.653537 -10.015056 0.582809  0.1803
H 4.763858 3.436125 3.621465  0.1184
C -2.612341 4.725088 -0.342317  -0.1786
O -0.294326 0.160695 -3.411684  -0.0179
H -0.964773 7.276262 1.611106  0.0995
H 1.272584 6.113411 0.640832  0.1275
H 5.928531 1.068725 -1.825455  0.0753
K 3.684612 8.211362 2.286773  0.9890
H -5.039241 2.003406 4.562820  0.1307
P -1.020752 3.202452 -3.085308  0.8894
O -6.776238 2.400696 3.465737  -0.2374
C -4.624377 -2.560285 1.697604  -0.2013
H 2.641492 4.950503 3.340240  0.1334
C -5.386169 2.772317 3.766841  -0.2074
H 4.621800 -1.751752 -1.386194  0.1502
H -5.439068 -5.165556 1.555075  0.1000
H 3.961232 0.348477 -3.047871  0.1403
C -0.557239 -0.229993 5.240155  -0.3204
H 9.409051 -4.826356 0.769555  0.1334
Al 4.568161 3.465838 -4.994656  0.0510
C 6.035908 -0.019772 -1.463972  -0.0631
H 8.486988 -3.312525 0.959623  0.1333
H -2.937427 4.813133 -1.450890  0.0935
H -7.239668 4.533627 3.610922  0.0863
H 0.424728 0.291336 3.201488  0.1642
H -3.066392 -3.477905 0.571213  0.1054
H -3.563751 4.940764 0.266077  0.1060
C -7.685264 3.489630 3.742520  -0.1447
O 4.223136 -0.412004 0.267880  -0.1113
H -1.833305 2.428127 -5.322436  0.0492
O 0.470194 -5.188663 -6.100391  -0.0177
H -2.699544 0.843531 3.605481  0.1136
F 4.054572 2.304871 -6.234200  -0.2524
C -0.798642 5.076565 -3.136553  -0.3417
C 8.640444 -3.991644 -1.096360  -0.1722
C 0.945631 -3.953030 -5.840013  -0.6008
C 10.243012 6.713160 2.543124  -1.5984
C 1.213818 -0.693324 -1.617047  -0.1318
Br 9.602866 7.183106 4.314775  0.5535
H -0.532685 -1.428704 -4.458116  0.0734
H 9.186945 -4.753121 -1.660167  0.1318
C 1.217158 5.968062 1.776597  -0.1811
F 0.796953 -0.459614 5.688279  0.0291
C -8.071414 -8.370952 -0.655648  -0.3072
H -0.016743 5.476277 -2.401172  0.0342
C 4.935847 5.036428 1.867196  -0.3477
C -4.131263 -3.634162 0.767543  -0.1767
H -2.731567 1.578491 -3.883508  0.0480
H -0.266125 5.317894 3.423354  0.1229
C 5.362025 4.352110 3.274373  -0.0510
O 5.643342 4.752702 0.871944  0.0910
C -2.052786 3.232235 -0.167716  -0.1264
H 7.575410 -4.226639 -1.108583  0.1369
F -1.237524 -1.471986 5.177593  0.0707
N -5.013770 -1.718755 2.432940  0.1467
C -1.499171 5.826863 0.007925  -0.2098
H -7.959940 -10.464267 -0.988975  0.1785
Cl -2.685392 -0.434010 -1.030030  0.1321
C 4.578840 -0.621098 -1.147130  -0.3345
O 2.057814 -3.557289 -6.089901  0.1252
C -1.355496 6.182723 1.564374  -0.1934
O 8.878436 -2.726339 -1.711909  -0.1942
H -4.167313 -6.874364 -1.077747  0.0952
C -1.712580 1.060497 1.525561  -0.0942
C 1.412211 -6.055226 -6.725974  -0.0636
H -2.183816 -0.758769 2.878105  0.1046
H -3.160686 3.382021 -4.353661  0.0279
C -0.003140 0.212955 -2.190966  -0.2562
H -6.517888 -9.730105 -0.565124  0.1705
H -0.484798 5.368367 -0.313927  0.0897
C -7.167661 -7.385844 0.094158  -0.1745
O 10.370632 -3.076655 0.187574  -0.1963
H -7.213019 -8.492336 -2.667120  0.0818
C -0.297592 -1.098040 0.520438  -0.3119
H 3.041096 1.062310 -1.606695  0.1516
O 3.755497 5.899220 1.816774  -0.3235
C -8.119579 -8.153015 -2.162426  -0.0307
H 4.421059 0.542581 0.408923  0.0856
O 11.289719 -2.175694 -1.933719  -0.2254
H 10.571603 7.636660 2.068597  -0.0270
H -8.555017 3.417254 2.978742  0.0947
O 2.400835 -0.895322 -2.376827  -0.1108
H -3.981425 -4.489872 3.471767  0.0732
O -0.797148 -2.010144 1.230669  -0.0173
H -8.176867 3.371606 4.779974  0.0911
H -5.285036 3.835108 4.172257  0.1167
C -2.338073 2.584646 -4.296066  -0.3044
O -5.795851 -7.692660 -0.128893  -0.1982
C -5.223529 -7.059670 -1.275568  -0.0737
C -1.882545 0.337584 2.961087  -0.0770
Br 11.782434 5.537097 2.621712  0.5823
H -7.398184 -6.340377 -0.139604  0.1442
H -4.033543 -5.779956 0.689507  0.0745
C 6.447264 4.773765 4.111148  0.0076
H 6.624148 -0.587324 -2.261438  0.0840
C -0.948937 0.374738 0.332919  -0.2164
H -5.282593 -7.740349 -2.127298  0.0790
H 6.384304 4.615785 5.246567  0.0770
C -1.316620 2.526636 -1.353788  -0.2787
C -0.768006 1.076670 -1.088159  -0.2345
N -7.535156 -9.745366 -0.397410  0.2209
H -0.384412 5.325215 -4.190682  0.0527
H -2.554744 -5.062704 2.588122  0.0846
S 10.180979 -2.030012 -1.039945  0.6467
H 7.448742 5.215140 3.723736  -0.0094
H 6.721893 0.019818 -0.529777  0.0836
H -2.329164 6.179620 2.160133  0.0988
F 3.211663 4.537946 -4.587446  -0.2631
H -4.319719 1.343959 2.346975  0.0989
C -3.071731 3.218975 2.434231  -0.1560
H -9.086985 -8.332150 -0.250432  0.1590
C 0.329831 -1.899477 -4.919079  -0.0300
C -4.529726 2.470147 2.445529  -0.1563
O 9.781205 -0.767395 -0.493849  -0.2293
H 0.382764 2.170870 4.652451  0.1046
F 5.922349 4.433276 -5.613233  -0.2591
Br 8.829701 5.977594 1.436115  0.6223
H -2.603543 3.011435 3.454163  0.0986
H -7.335038 -7.512934 1.168666  0.1368

Cartesian forces (eV/Å) of the 2 atoms listed first:
-0.3 1.4 0.4
0.8 -1.5 0.5